{"formula": "C34H59BrNP3Pt", "method": "wB97M-V/def2-TZVPD", "lumo_energy_ev": [-12.4, -15.1], "charge": 4, "multiplicity": 5, "species": ["C", "C", "C", "C", "N", "C", "C", "C", "C", "C", "C", "C", "C", "C", "Pt", "P", "H", "H", "H", "H", "H", "H", "H", "H", "C", "C", "H", "H", "H", "H", "H", "C", "C", "H", "H", "H", "H", "H", "C", "C", "H", "H", "H", "H", "H", "Br", "P", "C", "C", "H", "H", "H", "H", "H", "C", "C", "H", "H", "H", "H", "H", "C", "C", "H", "H", "H", "H", "H", "C", "C", "C", "P", "C", "C", "C", "C", "C", "C", "H", "H", "H", "H", "H", "H", "H", "H", "H", "H", "H", "H", "H", "H", "H", "H", "H", "H", "H", "H", "H"], "coordinates": [[-1.13560, 0.05465, -4.68249], [-0.49351, 1.03896, -3.88784], [-0.58743, 2.39557, -4.29492], [-1.32783, 2.69991, -5.43799], [-1.98181, 1.76035, -6.12109], [-1.84658, 0.47388, -5.81172], [0.23076, 0.72534, -2.70566], [0.97582, 0.54322, -1.72781], [2.27913, 0.28198, -1.19730], [2.52410, 0.06409, 0.16438], [3.73680, -0.48060, 0.62692], [4.53343, -1.00707, -0.37031], [4.48515, -0.53886, -1.69217], [3.34502, 0.14157, -2.10015], [0.17714, -0.41422, 0.99850], [-1.89835, 0.12055, 0.09572], [-0.08335, 3.19544, -3.74749], [-1.04714, -1.01244, -4.47731], [-1.43253, 3.74257, -5.76633], [-2.36330, -0.25561, -6.44745], [3.16128, 0.52270, -3.10256], [1.86732, 0.44601, 1.01892], [5.29577, -0.72618, -2.37618], [3.93494, -0.63534, 1.69608], [-3.24795, 0.04056, 1.37300], [-4.50913, 0.85662, 1.06606], [-2.80321, 0.38777, 2.31990], [-3.50645, -1.02136, 1.52040], [-5.17780, 0.79985, 1.93213], [-4.27945, 1.91060, 0.87204], [-5.06644, 0.48117, 0.19969], [-1.98993, 1.83423, -0.61056], [-2.96180, 2.03923, -1.77427], [-0.96495, 2.04975, -0.94020], [-2.23499, 2.52527, 0.20938], [-2.90274, 3.08126, -2.11078], [-2.69209, 1.41035, -2.62734], [-4.00554, 1.84010, -1.50815], [-2.44005, -0.95484, -1.30756], [-3.95755, -1.06314, -1.49259], [-2.02410, -1.95624, -1.12488], [-1.94059, -0.56282, -2.20536], [-4.16858, -1.76522, -2.30977], [-4.46110, -1.43244, -0.58807], [-4.42253, -0.10394, -1.75417], [5.59088, -2.56991, 0.15622], [0.44866, 1.88347, 1.94765], [-0.95276, 2.95608, 2.39276], [-0.73454, 3.82200, 3.62260], [-1.82435, 2.29864, 2.51231], [-1.13704, 3.59323, 1.51853], [-1.64463, 4.39661, 3.81909], [-0.50614, 3.23445, 4.51299], [0.08137, 4.53480, 3.47598], [1.32681, 1.42362, 3.52085], [2.51255, 2.29049, 3.95977], [1.66298, 0.37868, 3.38959], [0.55576, 1.41533, 4.30971], [2.93624, 1.87197, 4.88465], [3.31282, 2.31781, 3.20799], [2.22122, 3.32778, 4.17033], [1.57955, 2.95452, 0.94272], [1.84702, 4.38581, 1.40635], [1.11879, 2.95609, -0.05581], [2.53737, 2.42160, 0.84851], [2.55948, 4.84320, 0.70853], [0.95480, 5.01809, 1.42661], [2.30466, 4.41313, 2.39860], [-0.88391, -1.86712, 3.55306], [0.13292, -2.88562, 3.02236], [-0.25925, -4.29809, 3.47283], [0.41790, -2.65219, 1.20633], [2.11725, -3.20978, 0.77385], [2.56637, -4.45970, 1.52535], [2.31436, -3.31339, -0.74647], [-0.66255, -3.81643, 0.26006], [-0.24950, -5.29539, 0.14880], [-2.10921, -3.74238, 0.74965], [-1.91904, -2.17441, 3.35189], [-0.73704, -0.85895, 3.11398], [-0.77632, -1.76067, 4.63985], [1.11762, -2.64481, 3.45922], [-1.28286, -4.55971, 3.17445], [0.43522, -5.07370, 3.13336], [-0.23832, -4.32475, 4.57255], [2.74798, -2.38091, 1.11842], [2.00480, -5.34155, 1.20517], [3.62185, -4.65300, 1.30128], [2.47542, -4.33561, 2.61094], [1.66281, -2.62953, -1.30631], [3.34688, -3.04037, -0.98598], [2.18769, -4.33832, -1.11055], [-0.59327, -3.37918, -0.75093], [-0.17218, -5.78663, 1.12930], [-1.04200, -5.83037, -0.39308], [0.66779, -5.46052, -0.42408], [-2.39182, -2.75500, 1.13378], [-2.77931, -3.96437, -0.09141], [-2.32004, -4.49806, 1.51462]], "lowdin_charge": [0.052, -0.189, 0.057, 0.018, 0.334, 0.017, 0.082, 0.057, -0.204, -0.161, -0.067, -0.509, 0.002, 0.062, 0.703, 0.837, 0.156, 0.151, 0.177, 0.176, 0.153, -0.029, 0.147, 0.152, -0.359, -0.103, 0.066, 0.077, 0.105, 0.077, 0.066, -0.371, -0.111, 0.035, 0.062, 0.098, 0.047, 0.075, -0.351, -0.104, 0.046, 0.040, 0.100, 0.084, 0.062, 1.070, 0.881, -0.380, -0.100, 0.066, 0.084, 0.104, 0.079, 0.074, -0.375, -0.112, 0.054, 0.091, 0.100, 0.077, 0.076, -0.365, -0.102, 0.071, 0.072, 0.099, 0.083, 0.066, -0.109, -0.513, -0.071, 0.912, -0.543, -0.073, -0.097, -0.503, -0.066, -0.105, 0.088, 0.010, 0.113, 0.117, 0.078, 0.073, 0.112, 0.039, 0.075, 0.079, 0.086, 0.073, 0.016, 0.096, 0.088, 0.086, 0.111, 0.068, 0.038, 0.103, 0.091]}

{"formula": "C34H59ClN2O2SiYb", "method": "wB97M-V/def2-TZVPD", "e_above_lowest_kj_mol": 0.0, "lumo_energy_ev": [-2.3, -3.4], "charge": 1, "multiplicity": 2, "species": ["O", "O", "C", "C", "H", "H", "H", "H", "H", "C", "C", "H", "H", "H", "H", "H", "C", "C", "C", "H", "H", "H", "H", "H", "C", "H", "H", "H", "H", "H", "H", "N", "C", "C", "C", "C", "H", "H", "H", "C", "H", "H", "H", "N", "C", "C", "C", "C", "H", "C", "H", "C", "H", "C", "C", "C", "C", "C", "C", "H", "C", "H", "C", "H", "C", "C", "Yb", "H", "H", "H", "H", "H", "H", "H", "H", "H", "H", "H", "H", "H", "C", "Si", "H", "H", "C", "C", "C", "H", "H", "H", "H", "H", "H", "H", "H", "H", "Cl", "C", "H", "H"], "coordinates": [[-0.39277, 0.35535, 1.67184], [-1.85605, 3.62224, -1.38236], [-1.63195, 0.35922, 2.43416], [-1.48172, 0.28000, 3.95136], [-2.21775, -0.49567, 2.06218], [-2.16966, 1.27129, 2.16812], [-1.04640, -0.67323, 4.27747], [-2.48783, 0.37003, 4.39392], [-0.87564, 1.09174, 4.36865], [0.63109, 1.27705, 2.12883], [0.21457, 2.73978, 2.02452], [1.53355, 1.09296, 1.53109], [0.88653, 1.00313, 3.16587], [-0.24700, 2.98845, 1.05727], [1.10950, 3.36636, 2.14176], [-0.47544, 3.01026, 2.83414], [-1.23734, 4.07071, -2.60833], [-2.73209, 4.59537, -0.79231], [0.22223, 4.42205, -2.41148], [-1.77978, 4.94937, -3.00567], [-1.33047, 3.24517, -3.33339], [0.31500, 5.21979, -1.66627], [0.63187, 4.77659, -3.36145], [0.80037, 3.55587, -2.07618], [-2.05949, 5.90037, -0.40487], [-3.15307, 4.10382, 0.09082], [-3.55495, 4.81937, -1.49082], [-1.14528, 5.74031, 0.18040], [-2.75735, 6.48404, 0.20470], [-1.80727, 6.49041, -1.29636], [-2.13717, 1.40190, -1.17435], [2.16932, -2.37924, 1.94493], [2.95258, -3.37133, 1.51444], [3.06729, -3.78130, 0.17755], [2.71133, -3.07141, -0.98155], [3.83048, -4.12616, 2.48306], [3.28704, -4.46132, 3.37492], [4.70088, -3.53131, 2.78960], [4.20701, -5.00931, 1.95270], [3.26987, -3.53457, -2.30162], [3.64416, -2.69521, -2.90173], [2.50737, -4.07110, -2.89148], [4.10591, -4.22106, -2.12166], [1.87011, -2.03818, -0.94641], [2.30834, -1.83258, 3.25308], [1.37683, -2.17604, 4.25445], [0.31886, -3.19866, 4.01552], [1.46722, -1.57515, 5.51283], [0.75137, -1.85213, 6.27719], [2.48337, -0.65736, 5.79154], [2.52098, -0.16816, 6.76092], [3.41244, -0.32029, 4.79717], [4.20536, 0.38951, 5.01193], [3.34199, -0.90902, 3.52967], [4.40338, -0.59705, 2.51981], [1.54406, -1.25502, -2.08045], [0.48270, -1.63448, -2.93922], [-0.35632, -2.82275, -2.57532], [0.23068, -0.84951, -4.06205], [-0.55873, -1.15655, -4.75698], [0.96024, 0.32136, -4.28652], [0.78435, 0.92253, -5.18065], [1.88279, 0.77259, -3.33022], [2.39911, 1.72622, -3.44770], [2.19704, -0.01492, -2.22698], [3.15877, 0.43613, -1.17329], [0.29960, -1.67878, 0.70747], [-0.66047, -2.73390, 3.84323], [0.20290, -3.84984, 4.89116], [0.54575, -3.83593, 3.15737], [4.02314, -0.64393, 1.48970], [5.26684, -1.28024, 2.59604], [4.78401, 0.41980, 2.69428], [-1.12250, -3.00111, -3.34297], [-0.90226, -2.67346, -1.62564], [0.23946, -3.74213, -2.47291], [3.82191, -0.36628, -0.83105], [2.64036, 0.82507, -0.28460], [3.79112, 1.24371, -1.55836], [3.67542, -4.66814, 0.00026], [-2.36310, 0.65110, -1.96892], [-4.09545, 0.71240, -2.78442], [-1.63646, 0.81026, -2.76320], [-2.20120, -0.35091, -1.53347], [-5.38611, 1.13359, -1.49058], [-4.57946, -0.93768, -3.56866], [-4.32950, 1.98695, -4.16073], [-5.39055, 2.00767, -4.46196], [-3.74236, 1.75157, -5.06003], [-4.05993, 2.99942, -3.82827], [-5.49908, 0.30976, -0.77188], [-6.36739, 1.33090, -1.94973], [-5.07150, 2.03428, -0.94438], [-4.29316, -1.78819, -2.93255], [-4.11120, -1.07888, -4.55490], [-5.67116, -0.97958, -3.71493], [-0.75042, -4.36049, 0.65921], [-1.77322, -3.00273, 0.98342], [-2.21353, -3.10157, 1.98258], [-2.47689, -2.83398, 0.15868]], "lowdin_charge": [-0.330, -0.222, -0.222, -0.044, 0.103, 0.122, 0.057, 0.102, 0.080, -0.237, -0.041, 0.099, 0.114, 0.082, 0.095, 0.083, -0.265, -0.271, -0.070, 0.123, 0.108, 0.067, 0.083, 0.063, -0.084, 0.114, 0.119, 0.075, 0.082, 0.078, 0.023, -0.063, -0.337, -0.042, -0.328, 0.003, 0.097, 0.091, 0.085, 0.002, 0.098, 0.096, 0.088, -0.081, -0.238, -0.240, -0.054, -0.048, 0.118, -0.060, 0.107, -0.038, 0.115, -0.225, -0.035, -0.255, -0.227, -0.043, -0.050, 0.122, -0.061, 0.112, -0.039, 0.114, -0.219, -0.035, 1.727, 0.060, 0.100, 0.044, 0.057, 0.091, 0.088, 0.096, 0.019, 0.079, 0.075, 0.060, 0.091, 0.103, -0.163, 0.474, 0.004, 0.005, -0.192, -0.190, -0.186, 0.040, 0.030, 0.018, 0.030, 0.038, 0.020, 0.021, 0.028, 0.038, 0.510, -0.784, -0.020, -0.024]}